Density functional theory data (wB97M-V/def2-TZVPD) for a cluster of 3 separate species, C4H15N2O in total.

Calculated values
highest occupied orbital energy: -13.8 eV
energy relative to the best compared isomer or geometry (same formula, charge and spin): 176.64 kcal per mole
net charge: +1
E_tot: -9406.0023 eV
frontier orbital gap: 0.188 hartree
LUMO energy: -8.63 eV

Structure (XYZ):
```
22
C4H15N2O wB97M-V/def2-TZVPD
N 0.489 -1.398 0.986
C -0.703 -0.959 0.412
C -0.525 -0.632 -1.053
N 0.750 0.102 -1.298
C 0.815 1.258 -0.407
C 0.756 0.600 -2.713
H 2.308 -2.755 2.884
H 0.207 -2.197 1.579
H 2.393 -3.050 2.214
H -0.954 -0.013 0.949
H -1.599 -1.576 0.502
H -1.385 -0.056 -1.432
H -0.419 -1.576 -1.598
H -0.074 1.908 -0.427
H 1.692 1.821 -0.725
H 1.008 0.967 0.626
H 0.114 1.482 -2.922
H 0.399 -0.210 -3.343
H 1.791 0.872 -2.903
H -1.909 1.174 3.173
H -2.869 2.448 2.935
O -2.283 1.787 2.560
```

Density functional theory data (wB97M-V/def2-TZVPD) for a cluster of 2 separate species, C4H15N2O in total.

Calculated values
highest occupied orbital energy: -13.4 eV
energy relative to the best compared isomer or geometry (same formula, charge and spin): 8.95 kcal per mole
net charge: +1
E_tot: -9413.2740 eV
frontier orbital gap: 0.388 hartree
LUMO energy: -2.87 eV

Structure (XYZ):
```
22
C4H15N2O wB97M-V/def2-TZVPD
C 1.250 0.438 -2.027
C 0.039 0.657 -1.148
C 0.388 1.210 0.218
C -0.812 1.503 1.072
N -1.356 0.220 1.597
N -0.696 -0.656 -0.953
H 2.163 0.296 -1.458
H 1.137 -0.415 -2.712
H 1.385 1.285 -2.692
H -0.672 1.364 -1.574
H 0.963 2.124 0.048
H 1.101 0.585 0.759
H -0.595 2.174 1.904
H -1.624 1.969 0.528
H -0.610 -0.448 1.715
H -1.913 0.318 2.435
H -0.847 -1.061 -1.871
H -0.062 -1.271 -0.441
H -1.530 -0.551 -0.359
H 1.137 -3.434 0.591
H 1.237 -2.587 1.844
O 1.097 -2.514 0.881
```

Density functional theory data (wB97M-V/def2-TZVPD) for a cluster of 2 separate species, C4H15N2O2 in total.

Calculated values
highest occupied orbital energy (spin up / spin down): -2.9 / -9.5 eV
energy relative to the best compared isomer or geometry (same formula, charge and spin): 54.06 kcal per mole
net charge: 0
E_tot: -11462.0642 eV
frontier orbital gap (spin up / spin down): 0.123 / 0.363 hartree
LUMO energy (spin up / spin down): 0.47 / 0.35 eV
spin multiplicity: 2

Structure (XYZ):
```
23
C4H15N2O2 wB97M-V/def2-TZVPD
N 0.354 -1.634 -1.196
C -0.347 -2.077 0.078
C -1.334 -1.052 0.593
N -1.481 0.220 -0.201
C -0.895 1.387 0.421
C -0.051 2.196 -0.648
O 1.272 1.597 -0.660
H -0.389 -1.419 -1.901
H 0.963 -2.448 -1.464
H 0.869 -0.760 -1.029
H -0.840 -3.011 -0.237
H 0.449 -2.281 0.790
H -2.335 -1.418 0.861
H -0.970 -0.730 1.570
H -2.465 0.298 -0.416
H -1.457 2.084 1.049
H -0.195 1.078 1.218
H 0.077 3.173 -0.204
H -0.422 2.017 -1.653
H 1.920 2.255 -0.444
H 1.893 0.672 0.754
H 3.046 0.008 1.672
O 2.339 -0.154 1.046
```

Density functional theory data (wB97M-V/def2-TZVPD) for a cluster of 3 separate species, C4H15N2O2 in total.

Calculated values
highest occupied orbital energy: -14.5 eV
energy relative to the best compared isomer or geometry (same formula, charge and spin): 1.63 kcal per mole
net charge: +1
E_tot: -11461.1868 eV
frontier orbital gap: 0.426 hartree
LUMO energy: -2.93 eV

Structure (XYZ):
```
23
C4H15N2O2 wB97M-V/def2-TZVPD
C 0.565 0.135 -1.608
C 1.820 -0.283 -0.847
C 1.920 0.488 0.478
N 0.683 0.315 1.271
C 0.500 -0.820 1.881
N -0.622 -1.154 2.487
H 0.605 -0.359 -2.580
H -0.312 -0.157 -1.053
H 0.594 1.209 -1.796
H 1.838 -1.344 -0.592
H 2.738 -0.156 -1.428
H 2.764 0.147 1.076
H 2.132 1.543 0.294
H -0.052 0.962 1.020
H 1.326 -1.516 1.903
H -0.688 -2.080 2.876
H -1.477 -0.662 2.208
H -2.423 0.210 -0.168
H -2.738 1.208 0.895
O -2.162 0.444 0.755
H -1.574 0.353 -2.506
H -3.098 0.857 -2.562
O -2.339 0.659 -2.003
```

Density functional theory data (wB97M-V/def2-TZVPD) for a cluster of 3 separate species, C4H15N2O2 in total.

Calculated values
highest occupied orbital energy: -14.0 eV
energy relative to the best compared isomer or geometry (same formula, charge and spin): 134.37 kcal per mole
net charge: +1
E_tot: -11455.4306 eV
frontier orbital gap: 0.227 hartree
LUMO energy: -7.81 eV

Structure (XYZ):
```
23
C4H15N2O2 wB97M-V/def2-TZVPD
C -1.311 1.463 0.730
C -0.502 0.411 1.614
C 0.805 0.055 0.974
C 1.050 -0.223 -0.517
N 0.392 -1.419 -1.134
N -0.717 2.750 0.424
H -1.650 0.902 -0.268
H -2.335 1.633 1.118
H -0.282 0.983 2.569
H -1.212 -0.489 1.819
H 1.688 0.518 1.336
H 0.738 0.642 -1.213
H 2.228 -0.269 -0.741
H -0.087 -1.896 -0.315
H 1.074 -2.063 -1.445
H -1.006 3.432 1.136
H 0.299 2.795 0.390
H -0.362 -0.591 -2.909
H -0.152 0.007 -4.301
O -0.378 0.204 -3.426
H 0.720 -1.834 1.692
H 0.934 -2.953 2.635
O 0.555 -2.750 1.759
```

Density functional theory data (wB97M-V/def2-TZVPD) for a cluster of 2 separate species, C4H15N2O2 in total.

Calculated values
highest occupied orbital energy: -12.9 eV
energy relative to the best compared isomer or geometry (same formula, charge and spin): 79.21 kcal per mole
net charge: +1
E_tot: -11457.8227 eV
frontier orbital gap: 0.350 hartree
LUMO energy: -3.34 eV

Structure (XYZ):
```
23
C4H15N2O2 wB97M-V/def2-TZVPD
C -0.617 0.944 0.225
O -1.918 0.563 0.597
C 0.269 -0.366 0.157
C 1.724 -0.245 0.538
C 2.721 -0.464 -0.621
N 2.872 -1.942 -1.016
N -0.366 -1.392 0.999
H -0.205 1.409 1.134
H -0.681 1.486 -0.727
H -2.504 0.989 -0.081
H 0.577 -0.677 -0.915
H 2.059 -0.981 1.406
H 1.920 0.733 0.882
H 3.686 -0.296 -0.102
H 2.500 0.152 -1.503
H 3.028 -2.572 -0.267
H 3.764 -1.912 -1.672
H 0.361 -2.074 0.972
H -1.152 -2.021 0.635
H -0.554 -1.187 2.024
H -6.294 3.035 -0.281
H -5.743 3.693 -1.600
O -5.449 3.125 -0.784
```

Density functional theory data (wB97M-V/def2-TZVPD) for a cluster of 3 separate species, C4H15N2O3 in total.

Calculated values
highest occupied orbital energy: -4.1 eV
energy relative to the best compared isomer or geometry (same formula, charge and spin): 51.11 kcal per mole
net charge: -1
E_tot: -13512.6631 eV
frontier orbital gap: 0.295 hartree
LUMO energy: 3.90 eV

Structure (XYZ):
```
24
C4H15N2O3 wB97M-V/def2-TZVPD
N 0.475 3.269 -0.164
C 0.659 2.256 0.845
C 0.256 0.829 0.313
N 1.030 -0.164 1.138
C 1.505 -1.408 0.262
C 0.164 -2.232 0.021
O -0.580 -1.320 -0.595
H -0.417 3.229 -0.571
H 0.918 2.881 -1.014
H 1.721 2.238 1.207
H 0.085 2.486 1.630
H 0.659 0.744 -0.775
H -0.793 0.734 0.322
H 0.410 -0.494 2.013
H 2.160 -1.970 0.920
H 2.041 -1.114 -0.629
H 0.441 -3.194 -0.476
H -0.227 -2.576 1.051
H -0.697 -0.919 -2.173
H -2.029 -0.188 -2.394
O -1.278 -0.446 -2.914
H -2.140 -0.392 1.218
H -1.812 -1.304 0.090
O -2.550 -0.945 0.673
```

Density functional theory data (wB97M-V/def2-TZVPD) for a cluster of 3 separate species, C4H15N2O4 in total.

Calculated values
highest occupied orbital energy: -3.7 eV
energy relative to the best compared isomer or geometry (same formula, charge and spin): 17.82 kcal per mole
net charge: -1
E_tot: -15560.7862 eV
frontier orbital gap: 0.252 hartree
LUMO energy: 3.21 eV

Structure (XYZ):
```
25
C4H15N2O4 wB97M-V/def2-TZVPD
C 0.934 -0.540 -0.542
N 0.877 0.888 -0.944
C 2.308 1.522 -1.029
O 2.898 1.769 0.126
C -0.412 -1.305 -0.311
N -0.779 -1.160 1.083
C -2.068 -0.714 1.477
O -3.050 -1.752 1.380
H 1.550 -0.715 0.346
H 1.359 -1.065 -1.422
H 0.463 1.337 -0.128
H 1.892 2.456 -1.499
H 3.006 0.960 -1.672
H -0.104 -2.321 -0.566
H -1.147 -1.006 -1.046
H -0.102 -1.144 1.826
H -2.323 0.029 0.703
H -2.081 -0.214 2.447
H -2.650 -2.629 1.460
H 1.205 1.318 2.394
H 2.563 1.253 1.468
O 2.165 1.264 2.448
H -2.363 0.409 -1.940
H -1.772 1.038 -3.166
O -2.370 0.324 -2.893
```